Density functional theory data (ωB97M-V/def2-TZVPD) for one molecule with the formula C13H15NO3S at a distorted geometry.

Geometry as XYZ:
```
33
Properties=species:S:1:pos:R:3:forces:R:3
C -5.866981 -1.142124 -0.708711 0.171 0.088 0.171
C -4.470166 -0.970105 -0.126006 -0.035 -0.135 -0.261
C -3.393409 -1.432490 -1.105837 0.259 0.289 0.457
C -1.989685 -1.334563 -0.516086 -0.168 -0.573 -0.079
O -1.626824 0.028689 -0.291419 -0.243 0.090 -0.350
C -1.569433 0.457689 0.962600 -0.110 0.205 0.388
O -1.839049 -0.184796 1.938769 -0.138 -0.005 0.071
C -1.186021 1.927459 1.035301 0.436 -0.145 -0.210
S -0.114818 2.453184 -0.332577 -0.182 0.518 -0.132
C 1.084787 1.229293 -0.153083 -0.151 -0.459 0.722
N 1.060526 0.294477 0.737848 -0.305 0.483 0.001
C 2.193597 -0.447983 0.488421 0.733 0.181 -0.765
C 2.705772 -1.578087 1.107559 -0.100 0.187 -0.092
C 3.886166 -2.088914 0.603455 0.092 -0.134 0.045
C 4.540725 -1.502179 -0.478260 0.052 -0.047 -0.001
C 4.042772 -0.374505 -1.108544 -0.195 0.362 -0.172
C 2.863587 0.135271 -0.605832 0.043 -0.957 0.844
O 2.132370 1.217698 -1.005981 0.018 0.303 -0.316
H -5.973230 -0.565083 -1.624812 -0.070 0.042 -0.116
H -6.058188 -2.187923 -0.938829 -0.076 -0.106 -0.052
H -6.618949 -0.803507 -0.000453 -0.147 0.010 0.004
H -4.308605 0.081553 0.120297 0.035 -0.005 0.088
H -4.384747 -1.542021 0.800125 0.049 0.061 0.061
H -3.438662 -0.827277 -2.013596 -0.013 -0.055 -0.104
H -3.569342 -2.473980 -1.381087 0.011 -0.052 -0.070
H -1.928036 -1.872964 0.434641 0.025 0.029 -0.179
H -1.248218 -1.732691 -1.214487 -0.039 0.074 0.115
H -2.084765 2.541529 0.965822 0.025 -0.004 -0.024
H -0.685394 2.115425 1.984290 -0.132 -0.100 -0.055
H 2.194553 -2.025674 1.943551 -0.057 -0.069 0.115
H 4.317077 -2.967902 1.058817 0.044 -0.074 0.033
H 5.461273 -1.938141 -0.835107 0.076 -0.030 -0.036
H 4.543144 0.084766 -1.945271 0.094 0.027 -0.104
```
Positions in Å, forces in eV/Å.

The SMILES is CCCCOC(=O)CSc1nc2ccccc2o1. Its net charge is 0. The value obtained for the HOMO energy is -0.3094 Ha. The orbital gap is 9.08 eV. The value obtained for the LUMO energy is 0.66 eV.